1.
{
  "formula": "C21H47FO14",
  "method": "ωB97M-V with the def2-TZVPD basis set",
  "species": ["F", "O", "O", "O", "O", "O", "O", "O", "O", "O", "O", "O", "O", "O", "O", "C", "C", "C", "C", "C", "C", "C", "C", "C", "C", "C", "C", "C", "C", "C", "C", "C", "C", "C", "C", "C", "H", "H", "H", "H", "H", "H", "H", "H", "H", "H", "H", "H", "H", "H", "H", "H", "H", "H", "H", "H", "H", "H", "H", "H", "H", "H", "H", "H", "H", "H", "H", "H", "H", "H", "H", "H", "H", "H", "H", "H", "H", "H", "H", "H", "H", "H", "H"],
  "positions_angstrom": [[2.0719, 0.7249, -0.1222], [-0.1886, -0.4160, 2.0334], [-3.7240, -3.5310, -4.6562], [-3.1247, 0.0004, 1.2168], [-5.8101, -3.5889, -0.3439], [3.1989, -3.1995, 2.5506], [3.9496, 1.5683, -2.1491], [-8.4043, -2.8627, 2.0013], [-3.8070, 2.2992, 3.5556], [1.6962, -1.3481, 3.0434], [-4.3626, -5.9281, -7.1673], [5.6123, -1.1048, 1.3561], [-2.7956, 5.5648, 6.3994], [2.7502, 3.3402, 1.2316], [7.7640, 0.9653, -2.8036], [7.4872, 0.1687, 0.1987], [6.3909, 2.7728, 1.5777], [8.1901, 1.5151, -0.0738], [3.1765, -1.1847, 1.1192], [-3.3287, -1.3009, 0.6873], [-3.8827, -2.1286, -4.8091], [-4.7680, -4.6187, -7.5361], [3.5412, 2.8781, -2.5128], [2.7154, -2.0773, 2.3542], [-4.1679, 1.5112, 4.6788], [7.1147, 0.4158, -3.9404], [-3.1562, 4.7779, 7.5243], [4.5652, -1.2386, 0.3264], [2.1196, -0.2799, 0.8709], [1.0275, -0.6364, 1.9691], [-4.7373, -4.3120, -0.9320], [6.2499, 0.1692, 1.1303], [5.6594, 1.4263, 1.8269], [2.3395, 4.6510, 0.8706], [7.6178, 2.7707, 0.6389], [-7.4829, -1.7968, 1.8144], [-5.3919, -4.1921, -6.7470], [9.0920, 1.5891, -0.7686], [-4.4300, -3.8062, -1.8477], [4.6370, -0.2897, -0.3192], [-3.8803, -3.9992, -7.6694], [1.7791, 4.6173, -0.0673], [-5.2464, 1.3333, 4.6719], [1.7158, 5.0737, 1.6622], [-2.5932, -1.4982, -0.0973], [-6.0612, -4.0580, 0.4629], [-8.0285, -0.8674, 1.6313], [-8.9237, -2.9357, 1.1908], [4.4276, 3.4988, -2.6456], [3.1489, 1.0414, -2.0379], [-4.5942, -1.7716, -4.0640], [-5.0659, -5.3262, -1.1722], [7.8251, -0.8281, -0.2418], [-3.6315, 0.5593, 4.6480], [-4.2653, -1.9072, -5.8093], [2.9182, 3.3026, -1.7217], [4.7156, -2.2015, -0.2633], [7.1188, 1.5231, -2.3483], [3.2253, 5.2730, 0.7388], [-3.0912, -3.8205, -5.3257], [-5.1640, -6.4543, -7.0559], [-2.9217, -1.6297, -4.6592], [-3.8940, -4.3467, -0.2370], [8.1776, 3.7549, 0.4430], [-3.0458, 5.0667, 5.6103], [-3.8964, 2.0492, 5.5880], [2.9809, 2.8429, -3.4508], [-6.8310, -2.0206, 0.9674], [-4.0574, 1.8004, 2.7652], [4.7186, 1.3198, 2.4790], [-2.8848, 5.3164, 8.4326], [-4.2348, 4.6001, 7.5177], [-2.2312, 0.0214, 1.5846], [-3.2320, -2.0422, 1.4851], [-2.6193, 3.8259, 7.4942], [-5.3265, -4.6570, -8.4750], [7.8205, -0.2204, -4.4754], [-6.8797, -1.6896, 2.7165], [6.2576, -0.1831, -3.6220], [5.9657, 3.6929, 2.0983], [1.9499, 2.8115, 1.3417], [6.7820, 1.2208, -4.6007], [-4.3316, -1.3563, 0.2635]],
  "spin_multiplicity": 1,
  "orbital_gap_ev": 7.39,
  "e_tot_ha": -1981.178334,
  "max_force_ha_per_bohr": 0.09678,
  "smiles": "O=C1OC(=O)C(COc2ccccc2)=C1F.CO.CO.CO.CO.CO.CO.CO.CO.CO.CO",
  "total_charge": 0
}

***

2.
{
  "formula": "C21H47N5O2P2Zr",
  "method": "ωB97M-V with the def2-TZVPD basis set",
  "species": ["Zr", "P", "P", "O", "O", "N", "N", "N", "N", "N", "C", "C", "C", "C", "C", "C", "C", "C", "C", "C", "C", "C", "C", "C", "C", "C", "C", "C", "C", "C", "C", "H", "H", "H", "H", "H", "H", "H", "H", "H", "H", "H", "H", "H", "H", "H", "H", "H", "H", "H", "H", "H", "H", "H", "H", "H", "H", "H", "H", "H", "H", "H", "H", "H", "H", "H", "H", "H", "H", "H", "H", "H", "H", "H", "H", "H", "H", "H"],
  "positions_angstrom": [[-0.0921, -0.0321, 0.2596], [-0.0703, -2.6477, 0.6708], [-0.0972, 2.2614, -1.0196], [2.8917, -0.4518, -1.1164], [-3.4604, 0.4430, -0.2341], [0.9918, 0.5091, 2.1138], [-0.3824, 0.5086, 2.2682], [0.4905, 1.0860, 4.2459], [1.4602, 1.0121, 3.2735], [2.6963, 0.5802, 3.7220], [-0.4744, 2.2223, -2.8254], [1.1952, -5.0356, 1.4009], [1.0519, -3.5386, -1.7587], [-1.6653, 4.6625, -1.2435], [1.8134, -0.3563, -0.6643], [-1.0683, 3.8706, 1.0780], [-0.6088, 0.8358, 3.5621], [-2.8478, -3.1233, 0.7759], [1.3898, -3.5246, 1.3017], [-2.3163, 0.2587, -0.0881], [-0.2901, -3.2976, -1.0573], [-1.6214, -2.9466, 2.9709], [0.6831, 1.5833, -3.5988], [-1.1238, -2.2552, -1.8011], [-1.3691, 3.4435, -0.3633], [1.8761, -2.9305, 2.6258], [2.1475, 3.2036, 0.3787], [1.5473, 4.4730, -1.7218], [-1.5305, -3.4025, 1.5136], [1.5364, 3.1173, -1.0258], [-1.8377, 1.5714, -3.0966], [-2.2727, 2.8099, -0.3332], [0.3664, 1.3832, -4.6317], [1.0123, 0.6328, -3.1606], [2.7604, -3.4893, 2.9607], [-0.2174, 4.5644, 1.1317], [-0.8194, 5.3588, -1.2762], [-0.3050, -0.7212, -3.4482], [-2.1224, -2.0406, -1.4050], [-2.0663, 1.6673, -4.1701], [-2.6509, 2.0453, -2.5297], [1.0655, 5.2458, -1.1131], [3.3927, 0.8456, 3.0378], [2.1607, -1.8758, 2.5368], [-0.8572, -4.2343, -0.9608], [-2.5260, 5.1888, -0.8073], [2.1706, 2.4137, -1.5896], [1.0875, 4.4464, -2.7112], [2.1581, -5.4914, 1.6552], [-1.9382, 4.3832, -2.2656], [3.1372, 3.6864, 0.3009], [-0.5674, -1.2872, -1.7779], [0.4860, -5.3068, 2.1889], [0.8829, -3.6575, -2.8359], [2.2692, 2.2044, 0.8232], [-1.9495, 4.4010, 1.4723], [-1.3252, -4.4831, 1.4697], [-0.5394, 3.2799, -3.1278], [1.1243, -3.0005, 3.4193], [-2.5668, -3.3087, 3.3975], [-2.8906, -3.6214, -0.2002], [1.5831, 2.2103, -3.6145], [-3.0095, -2.0454, 0.6219], [1.5445, -4.4378, -1.3775], [0.8655, -5.4928, 0.4659], [2.8783, 0.9495, 4.6476], [-1.2155, -2.5448, -2.8504], [1.7429, -2.6944, -1.6304], [-3.6827, -3.4989, 1.3851], [-0.8042, -3.3379, 3.5852], [-1.5948, 0.8648, 4.0131], [1.5322, 3.8037, 1.0631], [-1.8601, 0.5000, -2.8604], [2.1655, -3.3081, 0.5513], [2.5943, 4.7632, -1.8704], [-1.6177, -1.8497, 3.0515], [-0.8768, 3.0121, 1.7371], [0.3805, -1.0329, -3.5147]],
  "spin_multiplicity": 1,
  "orbital_gap_ev": [5.59, 5.59],
  "e_tot_ha": -1980.624800,
  "max_force_ha_per_bohr": 0.19605,
  "total_charge": 4
}

***

3.
{
  "formula": "C21H47NO8P",
  "method": "ωB97M-V with the def2-TZVPD basis set",
  "species": ["P", "O", "O", "O", "O", "O", "O", "O", "O", "N", "C", "C", "C", "C", "C", "C", "C", "C", "C", "C", "C", "C", "C", "C", "C", "C", "C", "C", "C", "C", "C", "H", "H", "H", "H", "H", "H", "H", "H", "H", "H", "H", "H", "H", "H", "H", "H", "H", "H", "H", "H", "H", "H", "H", "H", "H", "H", "H", "H", "H", "H", "H", "H", "H", "H", "H", "H", "H", "H", "H", "H", "H", "H", "H", "H", "H", "H", "H"],
  "positions_angstrom": [[1.5729, -0.8108, -1.0974], [-0.6156, 3.0044, 5.5070], [5.3721, 0.3194, 5.4427], [-6.3686, -2.2269, -0.3022], [-0.4849, -0.6619, -7.6759], [-2.1483, -4.1773, -3.0133], [-0.5227, 0.1649, -2.8691], [3.5989, 2.3803, 2.2789], [0.3863, 2.0304, -3.4762], [3.0029, -0.6815, 0.0098], [0.3095, 0.8787, -3.6175], [-6.9652, -3.4241, 1.6635], [1.3946, 2.9578, 1.5827], [-5.4162, -1.3670, 1.6968], [1.0922, 0.2022, -4.6958], [-0.0775, 3.3054, 7.8025], [-0.2397, -0.4172, -8.8306], [1.9836, 2.4001, 4.0205], [-3.1786, -3.5686, -3.1734], [2.4433, 2.5603, 2.5903], [-0.7087, 2.5838, 6.6340], [6.1169, 2.3728, 4.4895], [0.2289, 0.9526, -9.2638], [-1.4563, 1.3077, 6.9417], [-0.3851, -1.4654, -9.9110], [-3.6272, -3.1302, -4.5482], [7.4473, 1.1021, 6.2915], [-6.2622, -2.3274, 0.8966], [-4.0702, -3.2096, -2.0115], [6.2206, 1.1773, 5.4057], [0.0245, -1.0331, -2.2254], [3.6241, 0.0720, -0.2538], [1.5746, 3.3386, 4.3904], [0.4577, -0.1324, -5.5116], [-7.5340, -4.0418, 0.9721], [-0.7624, -1.3859, -1.5810], [0.1933, -1.8387, -2.9350], [0.7283, -1.0833, 0.0859], [6.9693, 2.3960, 3.8082], [1.6823, -0.6237, -4.3469], [-5.0539, -3.6638, -2.1338], [0.2907, 1.6035, -8.3947], [2.8319, 2.1076, 4.6394], [-1.8550, 0.8920, 6.0194], [0.9773, 3.9305, 1.8548], [-4.5912, -3.5827, -4.7896], [0.6009, 2.2108, 1.5457], [7.4007, 0.2012, 6.9000], [1.8443, 3.0321, 0.5957], [2.4466, -0.6224, -2.2697], [-0.4750, 1.3800, -9.9802], [7.4882, 1.9734, 6.9476], [-0.7258, -2.3973, -9.4657], [1.2151, 0.8818, -9.7257], [-0.7825, 0.5800, 7.3967], [-2.8914, -3.4459, -5.2845], [-1.1143, -1.1382, -10.6542], [-4.6214, -1.9083, 2.2123], [-6.0339, -0.8473, 2.4316], [-3.7170, -2.0434, -4.5815], [0.4275, 4.1998, 7.4445], [0.5759, -1.6350, -10.3994], [-6.2329, -4.0481, 2.1781], [-3.6200, -3.5790, -1.0922], [-4.9677, -0.6356, 1.0289], [-2.2812, 1.5133, 7.6264], [8.3492, 1.0707, 5.6782], [5.2004, 2.3151, 3.9027], [1.3563, 0.6206, -0.9340], [0.6515, 2.6575, 8.2918], [-7.6469, -2.9895, 2.3965], [1.7932, -2.2781, -1.2281], [-4.1792, -2.1278, -1.9420], [1.7707, 0.9329, -5.0856], [3.4905, -1.5684, 0.0143], [-0.8448, 3.5940, 8.5230], [1.2204, 1.6255, 4.0772], [6.1020, 3.2886, 5.0856]],
  "spin_multiplicity": 1,
  "orbital_gap_ev": 5.21,
  "e_tot_ha": -1826.270778,
  "max_force_ha_per_bohr": 0.08913,
  "total_charge": -1
}